# 1
Entry from the OMol25 dataset: a cluster of 7 separate species, C42H39Cl2F8O2S2 in total in a non-equilibrium geometry (wB97M-V/def2-TZVPD).

Properties
E_tot	-4289.262287	Ha
LUMO level	-7.17	eV
HOMO	-10.49	eV
Kohn-Sham gap	0.12194	Eh
largest force on an atom	11.13	eV/A

Geometry as ORCA input:
```
! wB97M-V def2-TZVPD RIJCOSX def2/J DEFGRID3
* xyz 1 1
C 4.45122 3.32629 -0.48300
C 3.05952 2.86144 -1.24266
Cl 1.84585 4.19503 -1.66266
C 2.84398 1.40679 -1.59545
Cl 4.26317 0.27207 -1.10329
S 1.28167 0.78393 -2.50428
C 1.38214 -1.11886 -2.45317
F 0.25907 -1.78765 -3.14792
F 2.62795 -1.54032 -3.19735
C 1.46216 -1.73443 -0.93856
F 0.36435 -2.76745 -0.82980
F 1.25168 -0.74415 0.14183
F 2.73348 -2.53602 -0.77812
S -0.47304 1.48377 -1.54277
O -0.25166 1.85063 -0.02847
O -0.99240 2.73942 -2.34757
C -1.92576 0.24969 -1.63302
F -3.12972 1.07302 -1.23562
F -1.83663 -0.83440 -0.62860
F -2.21134 -0.20899 -3.02072
H 5.30751 3.37848 -1.30213
H 4.78066 2.62597 0.39435
H 4.28719 4.40950 -0.06915
C -2.68633 5.08176 -3.59109
C -1.68852 5.95317 -4.02672
C -2.03104 7.13072 -4.69070
C -3.37319 7.44190 -4.91048
C -4.37112 6.57224 -4.47148
C -4.02822 5.39015 -3.81572
H -2.41888 4.16247 -3.07668
H -0.64296 5.71396 -3.84933
H -1.25309 7.80623 -5.03595
H -3.64049 8.36190 -5.42357
H -5.41707 6.81570 -4.64140
H -4.80573 4.71021 -3.47875
C -0.63517 -2.19184 2.25174
C 0.35177 -2.04192 3.22553
C 0.46731 -2.97839 4.25241
C -0.39871 -4.07121 4.29988
C -1.38324 -4.22309 3.32391
C -1.50473 -3.28158 2.30227
H -0.72709 -1.45996 1.45353
H 1.03096 -1.19404 3.18456
H 1.23210 -2.85768 5.01481
H -0.30568 -4.80373 5.09729
H -2.05700 -5.07566 3.36014
H -2.27538 -3.39727 1.54525
C -3.63517 3.32944 -8.21634
C -2.64823 3.47935 -7.24256
C -2.53269 2.54289 -6.21567
C -3.39871 1.45007 -6.16820
C -4.38324 1.29819 -7.14417
C -4.50473 2.23970 -8.16581
H -3.72709 4.06132 -9.01456
H -1.96904 4.32723 -7.28352
H -1.76790 2.66359 -5.45328
H -3.30568 0.71754 -5.37079
H -5.05700 0.44562 -7.10795
H -5.27538 2.12401 -8.92284
C -0.63517 -4.45530 7.97349
C 0.35177 -4.30539 8.94727
C 0.46731 -5.24186 9.97416
C -0.39871 -6.33468 10.02163
C -1.38324 -6.48656 9.04566
C -1.50473 -5.54505 8.02402
H -0.72709 -3.72343 7.17527
H 1.03096 -3.45751 8.90631
H 1.23210 -5.12115 10.73655
H -0.30568 -7.06720 10.81904
H -2.05700 -7.33913 9.08189
H -2.27538 -5.66073 7.26699
C 2.99888 -1.07133 8.15617
C 1.88792 -0.35849 8.60605
C 1.96995 0.39735 9.77515
C 3.16717 0.44826 10.48970
C 4.27923 -0.26162 10.03771
C 4.19443 -1.02492 8.87362
H 2.93356 -1.66302 7.24684
H 0.95708 -0.39271 8.04547
H 1.10217 0.94728 10.12905
H 3.23273 1.04116 11.39815
H 5.21262 -0.22052 10.59381
H 5.05937 -1.58223 8.52480
C 1.60115 -1.39054 -6.19278
C 0.56531 -1.18398 -7.10335
C 0.84686 -1.05102 -8.46271
C 2.16472 -1.13461 -8.91303
C 3.20017 -1.34494 -8.00281
C 2.91950 -1.46860 -6.64235
H 1.38167 -1.49070 -5.13305
H -0.46224 -1.12573 -6.75316
H 0.04021 -0.88337 -9.17117
H 2.38384 -1.03592 -9.97291
H 4.22696 -1.41168 -8.35411
H 3.72697 -1.62694 -5.93291
*
```

These are the Mulliken partial charges, in e, on atoms 1 to 5: number 1, C, carries -1.06; number 2, C, carries 0.43; number 3, Cl, carries -0.04; number 4, C, carries 0.07; number 5, Cl, carries -0.04

# 2
Entry from the OMol25 dataset: a structure of composition C42H39Cl5CrN2O2P2SiTe in a non-equilibrium geometry (wB97M-V/def2-TZVPD).

Properties
energy relative to the best compared isomer or geometry (same formula, charge and spin)	1.3682	eV
E_tot	-6469.530166	Ha
LUMO level (alpha / beta)	3.33 / 3.34	eV
HOMO (alpha / beta)	1.39 / -1.87	eV
Kohn-Sham gap (alpha / beta)	0.07122 / 0.19116	Eh
largest force on an atom	1.67	eV/A

Geometry as ORCA input:
```
! wB97M-V def2-TZVPD RIJCOSX def2/J DEFGRID3
* xyz -2 5
Cr -0.54276 0.00821 -0.10246
Te 3.43540 -3.33481 -2.51936
C 4.89443 -2.50217 -3.75198
C 6.28167 -2.69070 -3.49778
C 7.21750 -2.15563 -4.35022
N 6.92740 -1.43643 -5.48485
C 5.60203 -1.25698 -5.71246
C 4.58273 -1.73934 -4.92131
C 2.59631 -1.47534 -1.71694
P 2.94781 -1.05901 -0.03418
C 4.59885 -0.20456 -0.05038
C 5.42710 -0.20206 -1.17198
C 6.60255 0.54647 -1.19454
C 6.95446 1.33555 -0.10478
C 6.14148 1.34560 1.02343
C 4.97627 0.58245 1.04506
C 3.41482 -2.59037 0.90026
C 2.37105 -3.47684 1.19119
C 2.60005 -4.64204 1.91074
C 3.88451 -4.94651 2.35189
C 4.92449 -4.07069 2.07986
C 4.69073 -2.89909 1.36278
P 0.94936 -0.93912 -2.11559
C 1.24484 0.51412 -3.27626
C 2.54289 0.93899 -3.53260
C 2.79048 2.00470 -4.39633
C 1.73658 2.68117 -4.99607
C 0.43075 2.26968 -4.75099
C 0.19373 1.19547 -3.90190
C 0.32812 -2.15528 -3.36516
C 0.24869 -1.94648 -4.73636
C -0.22541 -2.94853 -5.58330
C -0.61490 -4.17661 -5.06975
C -0.51471 -4.40383 -3.70571
C -0.04996 -3.40256 -2.87061
H 6.60095 -3.24492 -2.61958
H 8.27615 -2.29648 -4.14162
H 5.35769 -0.68141 -6.60601
H 3.54979 -1.53362 -5.18831
H 5.15162 -0.80383 -2.03278
H 7.23874 0.50874 -2.07274
H 7.85406 1.94289 -0.13656
H 6.40968 1.95234 1.88319
H 4.35152 0.58758 1.93797
H 1.36640 -3.23037 0.86102
H 1.77191 -5.30708 2.13409
H 4.06759 -5.85927 2.90933
H 5.92823 -4.30030 2.42060
H 5.51389 -2.22798 1.15407
H 3.35823 0.40585 -3.05549
H 3.81339 2.29835 -4.60224
H 1.93044 3.52146 -5.65492
H -0.40179 2.78743 -5.21701
H -0.82492 0.87067 -3.72653
H 0.57194 -1.01004 -5.16901
H -0.28163 -2.76311 -6.64973
H -0.99058 -4.95115 -5.72845
H -0.80239 -5.36289 -3.29128
H 0.02601 -3.58387 -1.80369
N 1.00985 0.97613 1.60223
C 1.26329 0.08781 2.75284
C -0.01785 -0.55350 3.25851
C -0.50640 -1.71065 2.39907
O -0.73762 -2.78531 2.92748
O -0.62639 -1.49562 1.11628
H 1.88835 1.21461 1.15870
H 0.57560 1.83206 1.92215
H 1.73564 0.63355 3.57237
H 1.95225 -0.68611 2.42638
H -0.79880 0.20248 3.30316
H 0.12883 -0.94439 4.26331
Cl -3.32595 0.50839 2.90198
C -2.70406 1.77651 1.88366
C -1.75140 1.49798 0.90546
C -1.36555 2.60460 0.16978
Cl -0.21462 2.20449 -1.09147
C -1.83109 3.88382 0.31216
Cl -1.25272 5.14930 -0.70679
C -2.77149 4.11825 1.31236
Cl -3.38448 5.71568 1.55844
C -3.20648 3.05538 2.09883
Cl -4.37361 3.35430 3.33726
C -3.25267 0.28174 -2.62352
Si -2.69547 -0.68308 -1.07652
C -2.88384 -2.49696 -1.57009
C -4.24602 -0.53195 0.00944
H -4.29861 0.02518 -2.84432
H -2.65261 0.02558 -3.50468
H -3.19444 1.36982 -2.47067
H -3.95239 -2.74719 -1.59531
H -2.39813 -3.14773 -0.83060
H -2.45453 -2.71187 -2.54688
H -5.09942 -0.89966 -0.57292
H -4.46426 0.49657 0.32478
H -4.15358 -1.14954 0.90825
*
```

These are the Mulliken partial charges, in e, on atoms 1 to 5: number 1, Cr, carries 0.78; number 2, Te, carries 0.10; number 3, C, carries -0.21; number 4, C, carries -0.25; number 5, C, carries -0.37